# C50H102NO18P2S

A cluster of 13 separate species, C50H102NO18P2S in total in a non-equilibrium geometry (the ωB97M-V functional and the def2-TZVPD basis, the Open Molecules 2025 dataset).

gap between HOMO and LUMO: 7.623 eV
E: -4455.7798 Ha
energy above the lowest of the compared OMol25 structures with the same formula, charge and spin: 206.8 kcal/mol
LUMO: -3.026 eV
total charge: +1

Cartesian coordinates (Å):
C -2.065 -7.381 0.582
C -1.086 -6.980 1.835
C -1.979 -6.043 2.857
C -1.201 -4.610 3.231
O -1.963 -3.416 2.870
C -1.144 -2.216 2.692
C -0.145 -1.833 3.930
C 1.462 -1.776 3.521
C 2.292 -1.177 4.798
C 1.778 -1.073 2.076
S 2.630 0.584 2.517
P 3.257 -2.030 1.239
C 4.394 -2.856 2.510
C 2.722 -3.131 -0.193
N 0.598 -0.918 1.150
P -0.286 0.614 1.210
O -1.695 0.582 0.416
O 0.548 1.961 0.397
O -0.720 1.209 2.781
C -0.254 -2.182 1.299
C -1.170 -2.504 -0.064
C -1.114 -4.070 -0.536
O -0.051 -4.877 -0.532
O -2.387 -4.641 -1.081
H -2.539 -8.437 0.852
H -1.541 -7.398 -0.465
H -3.004 -6.653 0.461
H -0.076 -6.469 1.536
H -0.786 -8.007 2.363
H -3.086 -5.852 2.488
H -2.093 -6.682 3.858
H -0.095 -4.649 2.855
H -1.136 -4.619 4.423
H -1.916 -1.310 2.600
H -0.531 -0.809 4.410
H -0.188 -2.598 4.846
H 1.776 -2.925 3.431
H 1.873 -0.137 5.208
H 3.470 -1.160 4.656
H 2.109 -1.939 5.698
H 3.386 0.910 1.375
H 4.873 -2.112 3.275
H 5.263 -3.470 1.972
H 3.803 -3.674 3.148
H 3.692 -3.380 -0.843
H 2.344 -4.161 0.217
H 1.983 -2.591 -0.927
H 0.993 -0.984 0.163
H -0.025 2.786 0.444
H -0.015 1.085 3.474
H 0.436 -3.157 1.366
H -2.305 -2.283 0.231
H -0.836 -1.749 -0.896
H -2.137 -5.325 -1.797
C 8.590 -4.376 2.212
C 7.818 -5.092 1.136
O 6.736 -4.665 0.735
C 8.422 -6.348 0.568
H 8.034 -3.487 2.527
H 8.718 -5.033 3.076
H 9.563 -4.063 1.826
H 8.542 -7.093 1.359
H 9.387 -6.122 0.108
H 7.755 -6.757 -0.199
C -5.178 0.381 1.209
C -6.433 -0.216 0.632
O -7.536 0.281 0.851
C -6.287 -1.447 -0.223
H -5.436 1.264 1.803
H -4.684 -0.346 1.858
H -4.507 0.687 0.401
H -5.843 -2.255 0.363
H -5.666 -1.222 -1.094
H -7.275 -1.767 -0.570
C -4.548 -7.585 -2.702
C -3.367 -7.472 -3.629
O -2.607 -6.506 -3.580
C -3.153 -8.587 -4.618
H -4.577 -6.710 -2.044
H -5.474 -7.618 -3.282
H -4.452 -8.483 -2.086
H -4.016 -8.664 -5.283
H -2.995 -9.529 -4.087
H -2.264 -8.371 -5.221
C -4.828 1.761 -3.934
C -4.906 0.282 -4.203
O -5.758 -0.421 -3.663
C -3.900 -0.304 -5.157
H -5.615 2.043 -3.227
H -3.858 2.009 -3.496
H -4.978 2.316 -4.864
H -2.889 -0.148 -4.773
H -4.009 0.159 -6.142
H -4.076 -1.380 -5.255
C 1.489 6.676 -0.697
C 1.248 5.597 0.325
O 0.154 5.043 0.423
C 2.397 5.222 1.222
H 0.572 6.841 -1.273
H 1.760 7.609 -0.196
H 2.282 6.368 -1.383
H 2.709 6.090 1.808
H 3.231 4.850 0.621
H 2.079 4.431 1.908
C 3.928 9.876 4.489
C 3.304 8.529 4.241
O 3.807 7.726 3.457
C 2.040 8.201 4.990
H 4.834 9.973 3.881
H 3.230 10.667 4.206
H 4.202 9.970 5.543
H 1.257 8.918 4.729
H 2.230 8.221 6.066
H 1.703 7.197 4.712
C -8.403 -5.056 -1.313
C -7.968 -5.816 -2.538
O -7.530 -6.962 -2.456
C -8.089 -5.118 -3.867
H -8.258 -5.683 -0.427
H -7.799 -4.151 -1.204
H -9.462 -4.800 -1.392
H -7.472 -4.216 -3.871
H -9.135 -4.865 -4.059
H -7.739 -5.786 -4.661
C -3.861 -11.862 -8.500
C -3.828 -11.464 -7.049
O -4.689 -10.728 -6.569
C -2.702 -12.001 -6.207
H -4.729 -11.401 -8.984
H -2.955 -11.514 -9.002
H -3.950 -12.948 -8.585
H -1.744 -11.659 -6.607
H -2.739 -13.093 -6.190
H -2.806 -11.631 -5.182
C 8.396 0.625 3.401
C 8.831 -0.135 2.176
O 9.269 -1.281 2.258
C 8.710 0.562 0.847
H 8.541 -0.002 4.287
H 8.999 1.529 3.510
H 7.337 0.881 3.322
H 9.327 1.464 0.843
H 7.664 0.816 0.655
H 9.060 -0.106 0.053
C 6.574 13.329 1.450
C 6.334 12.250 2.472
O 5.240 11.696 2.570
C 7.483 11.876 3.369
H 5.657 13.495 0.874
H 6.845 14.262 1.951
H 7.367 13.021 0.764
H 7.795 12.743 3.955
H 8.317 11.503 2.768
H 7.164 11.084 4.055
C 1.463 12.955 1.201
C 2.643 13.067 0.274
O 3.404 14.033 0.323
C 2.858 11.953 -0.715
H 1.433 13.830 1.859
H 0.537 12.921 0.621
H 1.559 12.057 1.817
H 1.994 11.875 -1.380
H 3.016 11.011 -0.184
H 3.746 12.169 -1.318
C -5.998 6.414 -3.717
C -6.622 5.067 -3.965
O -6.119 4.265 -4.749
C -7.886 4.740 -3.216
H -5.092 6.512 -4.325
H -6.697 7.205 -4.001
H -5.724 6.508 -2.663
H -8.669 5.456 -3.478
H -7.696 4.759 -2.140
H -8.223 3.736 -3.495

Results of the Mulliken charge analysis, in e, for atoms 1 through 2:
1 C -0.84
2 C -0.22